Entry from the OMol25 dataset: C7H10 in the gas phase (wB97M-V/def2-TZVPD).

Bonds (Å) are listed after each position.
Element x y z (Å)
1 C -1.029 -1.702 0.422  C3 1.524, H8 1.093, H9 1.095, H10 1.095
2 C 1.114 -0.915 -0.881  C3 1.533, C7 1.488
3 C -0.407 -0.873 -0.696  C1 1.524, C2 1.533, C4 1.552, H11 1.105
4 C -0.469 0.678 -0.703  C3 1.552, C5 1.529, C7 1.556, H12 1.094
5 C -0.248 1.269 0.689  C4 1.529, C6 1.539, H13 1.095, H14 1.094
6 C 1.217 0.804 0.630  C5 1.539, C7 1.591, H15 1.091, H16 1.098
7 C 1.066 0.571 -0.936  C2 1.488, C4 1.556, C6 1.591, H17 1.091
8 H -1.141 -2.748 0.123  C1 1.093
9 H -2.010 -1.313 0.711  C1 1.095
10 H -0.386 -1.686 1.308  C1 1.095
11 H -0.757 -1.217 -1.686  C3 1.105
12 H -1.176 1.164 -1.382  C4 1.094
13 H -0.872 0.892 1.506  C5 1.095
14 H -0.310 2.362 0.668  C5 1.094
15 H 1.991 1.531 0.882  C6 1.091
16 H 1.430 -0.115 1.193  C6 1.098
17 H 1.713 1.193 -1.556  C7 1.091

## Properties
**Relative energy (zero: lowest compared OMol25 entry of this formula, charge and spin)**: 464.8 kJ/mol